The following is a DFT calculation (ωB97M-V/def2-TZVPD) of a molecular structure, C34H51BN2OP2PdS.

Geometry (Å):
Pd -0.174 -0.488 0.359
C 1.687 -3.365 0.404
C 2.821 -2.335 0.310
C 3.993 -2.835 1.161
C 3.261 -2.251 -1.155
P 2.096 -0.690 0.862
C 2.215 -0.769 2.725
N 0.920 -1.244 3.138
B -0.203 -1.165 2.253
N -1.354 -1.422 3.067
C -2.681 -1.173 2.566
P -2.421 -0.874 0.742
C -2.930 -2.483 -0.056
C -4.436 -2.744 -0.040
C -2.223 -3.611 0.706
C -2.404 -2.484 -1.498
C -3.608 0.514 0.373
C -4.992 0.356 1.010
C -3.751 0.696 -1.142
C -2.929 1.771 0.939
C -0.949 -1.558 4.396
C -1.680 -1.760 5.549
C -0.989 -1.848 6.759
C 0.394 -1.735 6.803
C 1.137 -1.532 5.639
C 0.459 -1.446 4.440
C 3.203 0.758 0.455
C 3.290 0.989 -1.061
C 2.486 1.990 1.038
C 4.605 0.638 1.049
H 2.076 -4.342 0.102
H 0.860 -3.101 -0.259
H 1.296 -3.451 1.419
H 4.425 -3.711 0.671
H 3.664 -3.152 2.151
H 4.786 -2.097 1.279
H 3.436 -3.266 -1.523
H 4.193 -1.697 -1.268
H 2.498 -1.789 -1.785
H 2.404 0.237 3.107
H 3.031 -1.405 3.067
H -3.105 -0.276 3.027
H -3.380 -1.996 2.744
H -4.850 -2.689 0.969
H -4.620 -3.755 -0.416
H -4.984 -2.052 -0.678
H -2.635 -3.757 1.706
H -1.153 -3.427 0.802
H -2.361 -4.543 0.151
H -2.826 -1.679 -2.098
H -2.661 -3.436 -1.971
H -1.319 -2.367 -1.517
H -5.573 -0.440 0.549
H -5.544 1.290 0.868
H -4.949 0.170 2.082
H -4.295 -0.126 -1.608
H -2.776 0.799 -1.624
H -4.320 1.611 -1.330
H -2.823 1.726 2.027
H -3.549 2.640 0.701
H -1.945 1.921 0.496
H -2.759 -1.843 5.516
H -1.542 -2.002 7.676
H 0.906 -1.803 7.754
H 2.215 -1.437 5.677
H 2.299 1.031 -1.515
H 3.883 0.236 -1.573
H 3.779 1.954 -1.226
H 1.444 2.033 0.716
H 2.986 2.887 0.663
H 2.524 2.027 2.127
H 5.186 -0.149 0.564
H 4.588 0.444 2.124
H 5.136 1.581 0.892
C 2.578 5.338 -6.103
C 1.511 5.955 -6.971
O 1.753 6.791 -7.802
S -0.205 5.470 -6.792
C -0.209 4.306 -5.458
C -0.316 4.745 -4.141
C -0.318 3.835 -3.099
C -0.227 2.461 -3.345
C -0.140 2.030 -4.674
C -0.132 2.940 -5.716
C -0.223 1.519 -2.267
C -0.208 0.703 -1.359
H 3.468 5.207 -6.715
H 2.284 4.397 -5.648
H 2.815 6.052 -5.312
H -0.395 5.806 -3.939
H -0.394 4.179 -2.075
H -0.075 0.969 -4.876
H -0.059 2.596 -6.740

Results
Relative energy (zero: lowest compared OMol25 entry of this formula, charge and spin)   0.00 kcal per mole
Gap between HOMO and LUMO   0.29713 Ha